Record 1
C29H32BrN7O6SZr | ωB97M-V/def2-TZVPD

Each line ends with the Mulliken charge.
Geometry (Å):
Zr  0.32178  -0.33251  0.26935  -0.1559
N  -2.94689  1.06457  -2.80177  -0.3621
C  -2.09588  0.88658  -1.78375  0.7206
S  -0.46763  0.39752  -2.16762  -0.4702
N  -2.54942  1.12142  -0.57883  -1.9130
N  -1.60864  0.96325  0.39569  1.9046
C  -1.93672  1.42113  1.54866  -1.1857
C  -0.93849  1.44924  2.60949  1.2035
C  -1.23337  1.92396  3.87498  -0.9870
C  -0.21303  2.00518  4.81135  -0.5242
C  1.06529  1.62763  4.43906  -1.0820
C  1.27345  1.15229  3.15378  -0.6160
N  0.29798  1.05243  2.25415  1.0139
H  -2.65484  0.91037  -3.74932  0.2293
H  -3.88174  1.38766  -2.61109  0.2592
H  -2.92120  1.85384  1.69555  0.4701
H  -2.24365  2.22494  4.11569  0.5607
H  -0.41332  2.36733  5.81043  0.4750
H  1.89468  1.69487  5.12820  0.4760
H  2.25650  0.84589  2.82570  0.6211
O  4.23071  -1.70538  2.21426  -0.5105
C  3.04223  -1.86355  1.67309  0.4938
O  2.40678  -0.91465  1.23509  -0.1485
C  2.66870  -3.33133  1.63237  -0.9614
O  1.36790  -3.59992  1.21849  -0.2012
C  0.41997  -3.78038  2.26154  -0.8856
C  -0.32703  -2.50973  2.64524  0.7671
O  -1.03365  -2.46288  3.61495  -0.5883
O  -0.16836  -1.51617  1.79816  0.3857
H  4.50591  -0.77506  2.17676  0.4343
H  2.90323  -3.75817  2.61246  0.5035
H  3.36561  -3.78728  0.92107  0.3919
H  0.87598  -4.20924  3.15591  0.4425
H  -0.32480  -4.49026  1.89859  0.3020
Br  -7.25184  -1.89965  0.20060  -0.1348
C  -5.38543  -1.94996  -0.02251  -0.0237
C  -4.85004  -2.12164  -1.28962  -0.8301
C  -3.47483  -2.15223  -1.44775  -0.3492
C  -2.64200  -2.00642  -0.34329  -0.1468
C  -3.18262  -1.82442  0.92459  -0.2129
C  -4.55740  -1.80946  1.08303  -1.0612
N  -1.22250  -1.99921  -0.54944  1.1970
C  -0.72864  -2.91914  -1.27681  -0.8861
C  0.67537  -2.85789  -1.68351  0.7248
C  1.21983  -3.81078  -2.52608  -1.1016
C  2.53854  -3.67377  -2.93179  -0.5927
C  3.26414  -2.58242  -2.48211  -1.1946
C  2.65067  -1.67609  -1.63406  -0.6465
N  1.38332  -1.80598  -1.23431  1.1248
H  -5.50162  -2.22445  -2.14608  0.4778
H  -3.04874  -2.24371  -2.43954  0.5381
H  -2.55120  -1.71411  1.79405  0.2716
H  -4.98714  -1.69249  2.06813  0.5082
H  -1.34119  -3.73770  -1.64997  0.6715
H  0.61332  -4.64138  -2.86039  0.5676
H  2.98892  -4.40254  -3.59194  0.4881
H  4.29166  -2.42883  -2.77977  0.5165
H  3.18253  -0.81283  -1.25463  0.6691
O  1.77359  1.14552  -0.29215  0.0501
C  1.81102  2.32112  -0.78450  0.0071
C  1.28398  3.49038  -0.01430  -0.6176
C  0.01299  4.07956  -0.65505  0.0034
C  0.29325  5.00921  -1.83214  -1.0204
C  0.98497  4.35188  -3.02292  -0.4408
C  2.36309  3.78344  -2.70636  -0.8860
N  2.30744  2.50296  -1.98226  -0.0053
H  2.05904  4.26036  0.04268  0.7443
H  1.08739  3.14352  0.99691  -0.1291
H  -0.51155  4.64049  0.11955  0.4373
H  -0.65273  3.26721  -0.96125  -0.2767
H  0.90581  5.84676  -1.48269  0.3492
H  -0.64972  5.44220  -2.16829  0.3883
H  1.11202  5.09676  -3.80998  0.4051
H  0.36271  3.55404  -3.43853  0.2172
H  2.95813  4.49033  -2.12444  0.3012
H  2.91373  3.58172  -3.62220  0.4684
H  2.56363  1.66601  -2.48652  0.3663

As for the HOMO energy: -13.1 eV. As for the strongest force on any atom: 0.042 eV/A. The calculation puts the total energy at -135460.2172 eV. Its spin multiplicity is 1. As for the relative energy (zero: lowest compared OMol25 entry of this formula, charge and spin): 0.000 eV. Its total charge is +2.

---

Record 2
C29H32Cl2F12N7O10PS | ωB97M-V/def2-TZVPD

Each line ends with the Mulliken charge.
Geometry (Å):
C  1.79656  -4.77686  4.01736  -0.9846
P  0.04354  -4.38852  3.57428  -0.0936
O  -0.46234  -5.88865  3.19578  -0.4232
N  0.27487  -3.46955  2.10597  1.2136
C  0.97592  -2.23343  2.37273  -2.4059
C  2.46051  -2.27293  1.97276  -0.4512
C  2.96116  -0.85718  1.92892  0.7963
F  2.77929  -0.26737  3.10766  -0.3497
F  2.28637  -0.17046  0.97855  -0.3485
C  4.46528  -0.75135  1.55250  0.5845
F  5.15759  -0.90790  2.68936  -0.3373
F  4.80313  -1.72024  0.72816  -0.2789
C  4.86806  0.61210  0.97947  0.4999
F  4.27739  1.57950  1.65894  -0.2911
F  4.53172  0.70425  -0.29723  -0.1360
C  6.42322  0.88122  1.07433  0.6354
F  7.12084  -0.23015  0.98354  -0.2529
F  6.76833  1.64919  0.04956  -0.2645
F  6.71532  1.53534  2.17046  -0.2472
C  -0.52507  -3.53595  0.92864  -0.3425
N  0.21855  -2.78303  -0.09884  -0.3252
C  -0.20860  -1.78022  -0.65836  0.8137
O  -0.62944  -0.77933  -1.18520  -0.6529
C  -2.00651  -3.12158  1.04713  0.7614
Cl  -2.87570  -4.26444  2.21216  -0.2456
C  -2.20181  -1.74617  1.67474  -0.7642
C  -3.60104  -1.41272  2.21184  -1.2970
C  -3.95215  0.09863  2.19982  -0.9900
C  -2.81652  1.08463  2.40000  -0.1884
N  -3.12080  2.37138  1.72542  -0.4337
C  -3.20369  2.21087  0.30535  0.1530
N  -4.27567  2.51683  -0.27789  -0.4256
N  -2.09809  1.66044  -0.44621  -0.3818
O  -2.62625  -3.39106  -0.17035  -0.1347
C  -3.41940  -2.47737  -0.81896  0.6612
O  -2.84974  -2.15958  -2.04752  -0.4952
Cl  -4.98567  -3.31047  -1.16905  -0.2255
S  -0.30758  -5.29337  0.19634  1.3485
O  -1.45685  -6.12039  0.30444  -0.6528
O  0.92503  -5.78280  0.70819  -0.6289
C  0.01286  -5.10131  -1.64696  0.6210
F  -0.83066  -4.28101  -2.23311  -0.1658
F  -0.17840  -6.30288  -2.14172  -0.2173
F  1.24713  -4.75653  -1.87677  -0.2313
H  1.74904  -5.57752  4.74206  0.4718
H  2.36203  -5.04674  3.13200  0.2638
H  2.19848  -3.88623  4.48511  0.2817
H  -1.25311  -6.06036  3.70920  0.3650
H  0.95944  -2.08331  3.45547  1.1950
H  0.49034  -1.35511  1.97813  0.1651
H  3.05065  -2.84361  2.67507  0.5173
H  2.50929  -2.68266  0.97288  0.2959
H  -1.95293  -0.96134  0.96201  -0.1583
H  -1.50803  -1.60887  2.49006  0.8661
H  -3.65363  -1.74979  3.23550  0.6740
H  -4.38737  -1.92049  1.67368  0.3846
H  -4.53518  0.30189  1.30802  0.4436
H  -4.64739  0.25216  3.01423  0.4194
H  -2.72085  1.33128  3.44964  0.4361
H  -1.83176  0.74416  2.07000  0.0147
H  -2.33740  2.99859  1.88683  0.3187
H  -4.17335  2.36231  -1.27850  0.2867
H  -1.20072  1.83738  -0.01101  0.3216
H  -2.23998  0.66150  -0.50014  -0.1322
H  -3.70284  -1.56529  -0.30772  -0.2585
H  -2.78027  -1.20306  -2.08897  0.4195
C  5.71644  -0.33709  -3.14155  -0.3278
C  4.79123  0.69340  -3.24090  -0.2420
C  4.50140  1.24731  -4.47785  -0.5571
C  5.14333  0.75603  -5.59940  -0.0076
C  6.07177  -0.26482  -5.51707  -0.3420
C  6.35832  -0.81252  -4.27722  -0.6014
N  4.82243  1.32751  -6.91609  1.0165
O  4.01872  2.23569  -6.95416  -0.6034
O  5.37920  0.85572  -7.88519  -0.6104
H  5.93758  -0.77247  -2.17538  0.3264
H  4.29429  1.06309  -2.36557  0.6230
H  3.78254  2.04890  -4.55887  0.4540
H  6.56755  -0.63454  -6.40211  0.4652
H  7.08049  -1.61316  -4.19717  0.3934
C  -4.38044  8.95699  0.06916  -0.4001
C  -3.65779  8.46778  -1.01066  -0.4542
C  -3.96618  7.22838  -1.54801  -0.3887
C  -5.00089  6.49741  -0.99484  0.1788
C  -5.72651  6.96601  0.08404  -0.3480
C  -5.41071  8.20502  0.61772  -0.4425
N  -5.34573  5.19181  -1.57530  1.0432
O  -4.67360  4.79293  -2.50864  -0.6259
O  -6.27764  4.59408  -1.09173  -0.5725
H  -4.14073  9.92743  0.48369  0.3737
H  -2.85493  9.05365  -1.43640  0.3713
H  -3.40593  6.84532  -2.38783  0.4464
H  -6.52843  6.37979  0.50719  0.4450
H  -5.97085  8.58581  1.46043  0.3698

As for the SMILES: [H]/N=C(\N)NCCCC[C@@](Cl)(O[C@@H](O)Cl)[C@@](N=C=O)(N(CCC(F)(F)C(F)(F)C(F)(F)C(F)(F)F)P(C)O)S(=O)(=O)C(F)(F)F.O=[N+]([O-])c1ccccc1.O=[N+]([O-])c1ccccc1. As for the HOMO energy: -8.7 eV. As for the strongest force on any atom: 4.170 eV/A. The calculation puts the total energy at -139269.5064 eV. Its spin multiplicity is 1. As for the relative energy (zero: lowest compared OMol25 entry of this formula, charge and spin): 0.000 eV.

---

Record 3
C29H33BCdF2N2O3Se | ωB97M-V/def2-TZVPD

Each line ends with the Mulliken charge.
Geometry (Å):
Cd  1.40828  1.28700  -2.02360  1.5066
O  1.27734  1.19692  0.41312  -0.4639
C  2.10344  2.33932  0.76021  1.6173
C  1.53885  3.57566  -0.02496  0.5225
O  1.45991  4.66000  0.52125  -0.6765
O  1.22344  3.31710  -1.23853  -0.8982
C  3.48898  1.99029  0.23496  -0.4273
C  3.98490  0.70357  0.42646  -0.0338
C  5.22570  0.35059  -0.07591  -0.9603
C  5.99118  1.28448  -0.76137  -0.3665
C  5.51068  2.57257  -0.93663  -0.9004
C  4.26246  2.92543  -0.44286  -0.2349
C  2.13007  2.51434  2.26758  -0.1744
C  2.78291  3.60830  2.83104  -0.3609
C  2.83766  3.75903  4.20436  -0.8654
C  2.24585  2.82114  5.04134  -0.4169
C  1.61177  1.72292  4.49045  -0.8998
C  1.56066  1.56833  3.10969  0.0011
H  0.36034  1.44119  0.59928  0.1054
H  3.38493  -0.02483  0.95654  0.4175
H  5.59573  -0.65620  0.06304  0.3977
H  6.95700  1.00632  -1.16015  0.4037
H  6.09829  3.30371  -1.47500  0.4104
H  3.88130  3.92508  -0.60801  0.4944
H  3.23721  4.34724  2.18874  0.4581
H  3.34238  4.61758  4.62524  0.3898
H  2.28837  2.94657  6.11490  0.3927
H  1.16406  0.97539  5.13145  0.4105
H  1.09132  0.68945  2.69006  0.5634
F  3.76621  0.98571  -4.00465  -0.1914
B  3.00302  0.28781  -3.17284  -0.0302
F  3.29304  -1.00850  -3.08453  -0.2311
C  -3.00477  -3.93636  -3.81552  -1.1491
C  -3.25361  -2.46798  -3.49966  -0.0602
C  -2.07301  -1.55825  -3.82088  -0.6557
C  -0.85400  -1.75174  -2.92384  -0.7429
N  -1.17124  -1.62573  -1.50140  0.5050
C  -1.44712  -0.47029  -0.86280  -0.6744
Se  -1.37826  1.23746  -1.60672  -0.2115
N  -1.69996  -0.75468  0.43585  1.4002
C  -2.09886  0.18391  1.48409  -1.2529
C  -3.52974  -0.05868  1.95446  -0.8158
C  -4.58730  0.16601  0.87826  -0.0271
C  -4.75321  1.62845  0.48707  -1.1990
C  -1.52711  -2.11593  0.64468  0.9360
C  -1.60031  -2.88476  1.79851  -1.0355
C  -1.32940  -4.23409  1.66764  -0.8790
C  -0.99256  -4.79463  0.43068  -0.8363
C  -0.91079  -4.02594  -0.71585  -1.0901
C  -1.18617  -2.67136  -0.58603  0.7026
H  -3.89975  -4.53460  -3.64841  0.3866
H  -2.21744  -4.36354  -3.19472  0.1691
H  -2.70946  -4.06546  -4.85799  0.3268
H  -3.52793  -2.35397  -2.44610  -0.0341
H  -4.11705  -2.11917  -4.06956  0.4474
H  -2.37764  -0.51255  -3.76316  0.2777
H  -1.74137  -1.73609  -4.84812  0.4930
H  -0.07853  -1.01632  -3.15835  -0.2732
H  -0.41725  -2.74127  -3.05254  0.6375
H  -1.99225  1.18632  1.06681  0.5410
H  -1.38796  0.08001  2.30639  0.2493
H  -3.71243  0.61885  2.79342  0.4976
H  -3.61383  -1.07230  2.35038  0.3840
H  -5.53860  -0.22051  1.25051  0.4175
H  -4.34570  -0.43468  -0.00470  -0.0735
H  -4.96076  2.24235  1.36499  0.3308
H  -5.58263  1.75508  -0.20740  0.3733
H  -3.86317  2.02643  0.00173  0.2168
H  -1.84356  -2.45117  2.75672  0.4681
H  -1.37200  -4.86793  2.54151  0.4203
H  -0.78218  -5.85255  0.36957  0.4237
H  -0.62836  -4.46584  -1.66014  0.4467

As for the HOMO energy: -8.5 eV. As for the strongest force on any atom: 0.376 eV/A. The calculation puts the total energy at -115758.4884 eV. Its spin multiplicity is 1. As for the relative energy (zero: lowest compared OMol25 entry of this formula, charge and spin): 0.171 eV.